Entry from OMol25: the molecule HNO2S (ωB97M-V/def2-TZVPD).

Output
- ΔE to the lowest compared entry with this formula, charge and spin (kJ/mol) = 130.0
- largest force on an atom (eV/A) = 3.50
- E_tot (eV) = -16433.2535
- LUMO (eV) = -0.83
- HOMO (eV) = -10.46

The geometry in ORCA input format:
```
! wB97M-V def2-TZVPD RIJCOSX def2/J DEFGRID3
* xyz 0 1
N -1.59990 0.32459 0.12217
O -3.93541 0.68683 0.02856
O -0.33262 -0.52248 0.13091
S -2.96084 -0.38152 0.04072
H 0.36136 0.13832 0.06547
*
```

---

Entry from OMol25: a structure of composition C35H31N4O5SbY (ωB97M-V/def2-TZVPD).

Output
- ΔE to the lowest compared entry with this formula, charge and spin (kJ/mol) = 0.0
- largest force on an atom (eV/A) = 0.09
- E_tot (eV) = -60575.7449
- LUMO (eV) = -4.27
- HOMO (eV) = -11.34

The geometry in ORCA input format:
```
! wB97M-V def2-TZVPD RIJCOSX def2/J DEFGRID3
* xyz 1 1
Y 1.30891 0.34700 -1.53952
N 0.40363 -0.66748 -3.65447
C 0.55610 0.30238 -4.77809
C 0.56556 1.76219 -4.31639
O 0.47468 2.63971 -5.15877
N 0.72155 1.92265 -2.98617
C 0.75416 3.29523 -2.49662
C 1.07214 3.32979 -1.00046
O 1.19904 4.36104 -0.39897
O 1.22154 2.12151 -0.44335
H 0.69783 -1.58767 -3.97001
H -0.59047 -0.76869 -3.45599
H -0.22912 0.18604 -5.52392
H 1.50560 0.10327 -5.27728
H -0.19704 3.81095 -2.65710
H 1.50243 3.90164 -3.01604
O 0.48849 -3.15750 5.46590
C 0.21683 -3.37699 4.17007
O -0.71143 -4.06203 3.84455
C 1.09725 -2.71353 3.15141
C 1.73434 -1.50266 3.37819
C 2.40637 -0.86129 2.34642
C 2.43563 -1.44714 1.08948
C 1.81351 -2.67161 0.85731
C 1.15716 -3.30568 1.89102
N 2.96481 -0.74677 -0.03003
C 4.13593 -0.25429 -0.01688
C 4.59507 0.58215 -1.13936
C 5.87142 1.10521 -1.15136
C 6.24666 1.92084 -2.21492
C 5.32606 2.18124 -3.20983
C 4.05431 1.62447 -3.11212
N 3.69156 0.83696 -2.10397
H 1.31772 -2.67733 5.57603
H 1.64863 -0.99496 4.33134
H 2.83188 0.12252 2.49904
H 1.85205 -3.11848 -0.12922
H 0.65672 -4.25145 1.73443
H 4.82122 -0.42112 0.81543
H 6.55665 0.88551 -0.34396
H 7.23870 2.34922 -2.25380
H 5.56671 2.81680 -4.04974
H 3.29697 1.83930 -3.85649
C -0.75908 0.70485 4.83552
C -1.52939 -0.39429 4.48054
C -1.72876 -0.70118 3.13960
C -1.14330 0.08481 2.15195
C -0.36813 1.18742 2.50971
C -0.18494 1.49871 3.85023
Sb -1.40466 -0.30036 0.08199
C -2.66515 -2.00086 0.08816
C -2.32711 -3.14660 0.80519
C -3.15863 -4.25709 0.78028
C -4.32315 -4.23511 0.02552
C -4.66087 -3.09909 -0.69575
C -3.83732 -1.98145 -0.66342
C -2.80824 1.20233 -0.40016
C -2.65875 1.95330 -1.56193
C -3.58606 2.93824 -1.87975
C -4.65984 3.17272 -1.03514
C -4.80939 2.42809 0.12873
C -3.88619 1.44481 0.44808
H -0.61980 0.95246 5.88018
H -1.98680 -1.01055 5.24410
H -2.34570 -1.55241 2.88026
H 0.08712 1.81605 1.75074
H 0.39904 2.36887 4.12227
H -1.43536 -3.17804 1.41880
H -2.89772 -5.13104 1.36290
H -4.97236 -5.10041 0.00701
H -5.57318 -3.07600 -1.27736
H -4.12542 -1.09150 -1.21120
H -1.81166 1.78927 -2.22134
H -3.46469 3.52260 -2.78255
H -5.38101 3.94133 -1.27955
H -5.64522 2.61699 0.78946
H -4.00608 0.87218 1.36114
*
```

---

Repeat the second record exactly.
Entry from OMol25: a structure of composition C35H31N4O5SbY (ωB97M-V/def2-TZVPD).

Output
- ΔE to the lowest compared entry with this formula, charge and spin (kJ/mol) = 0.0
- largest force on an atom (eV/A) = 0.09
- E_tot (eV) = -60575.7449
- LUMO (eV) = -4.27
- HOMO (eV) = -11.34

The geometry in ORCA input format:
```
! wB97M-V def2-TZVPD RIJCOSX def2/J DEFGRID3
* xyz 1 1
Y 1.30891 0.34700 -1.53952
N 0.40363 -0.66748 -3.65447
C 0.55610 0.30238 -4.77809
C 0.56556 1.76219 -4.31639
O 0.47468 2.63971 -5.15877
N 0.72155 1.92265 -2.98617
C 0.75416 3.29523 -2.49662
C 1.07214 3.32979 -1.00046
O 1.19904 4.36104 -0.39897
O 1.22154 2.12151 -0.44335
H 0.69783 -1.58767 -3.97001
H -0.59047 -0.76869 -3.45599
H -0.22912 0.18604 -5.52392
H 1.50560 0.10327 -5.27728
H -0.19704 3.81095 -2.65710
H 1.50243 3.90164 -3.01604
O 0.48849 -3.15750 5.46590
C 0.21683 -3.37699 4.17007
O -0.71143 -4.06203 3.84455
C 1.09725 -2.71353 3.15141
C 1.73434 -1.50266 3.37819
C 2.40637 -0.86129 2.34642
C 2.43563 -1.44714 1.08948
C 1.81351 -2.67161 0.85731
C 1.15716 -3.30568 1.89102
N 2.96481 -0.74677 -0.03003
C 4.13593 -0.25429 -0.01688
C 4.59507 0.58215 -1.13936
C 5.87142 1.10521 -1.15136
C 6.24666 1.92084 -2.21492
C 5.32606 2.18124 -3.20983
C 4.05431 1.62447 -3.11212
N 3.69156 0.83696 -2.10397
H 1.31772 -2.67733 5.57603
H 1.64863 -0.99496 4.33134
H 2.83188 0.12252 2.49904
H 1.85205 -3.11848 -0.12922
H 0.65672 -4.25145 1.73443
H 4.82122 -0.42112 0.81543
H 6.55665 0.88551 -0.34396
H 7.23870 2.34922 -2.25380
H 5.56671 2.81680 -4.04974
H 3.29697 1.83930 -3.85649
C -0.75908 0.70485 4.83552
C -1.52939 -0.39429 4.48054
C -1.72876 -0.70118 3.13960
C -1.14330 0.08481 2.15195
C -0.36813 1.18742 2.50971
C -0.18494 1.49871 3.85023
Sb -1.40466 -0.30036 0.08199
C -2.66515 -2.00086 0.08816
C -2.32711 -3.14660 0.80519
C -3.15863 -4.25709 0.78028
C -4.32315 -4.23511 0.02552
C -4.66087 -3.09909 -0.69575
C -3.83732 -1.98145 -0.66342
C -2.80824 1.20233 -0.40016
C -2.65875 1.95330 -1.56193
C -3.58606 2.93824 -1.87975
C -4.65984 3.17272 -1.03514
C -4.80939 2.42809 0.12873
C -3.88619 1.44481 0.44808
H -0.61980 0.95246 5.88018
H -1.98680 -1.01055 5.24410
H -2.34570 -1.55241 2.88026
H 0.08712 1.81605 1.75074
H 0.39904 2.36887 4.12227
H -1.43536 -3.17804 1.41880
H -2.89772 -5.13104 1.36290
H -4.97236 -5.10041 0.00701
H -5.57318 -3.07600 -1.27736
H -4.12542 -1.09150 -1.21120
H -1.81166 1.78927 -2.22134
H -3.46469 3.52260 -2.78255
H -5.38101 3.94133 -1.27955
H -5.64522 2.61699 0.78946
H -4.00608 0.87218 1.36114
*
```

---

> Which of these has the highest largest force on an atom?

HNO2S

---

> Among the records above, which one has the highest HOMO?

HNO2S